50
Properties=species:S:1:pos:R:3 method="wB97M-V/def2-TZVPD" orbital_gap_ev="7.2073 / 3.5876" largest_force_ev_per_a=5.4 total_charge=-2 multiplicity=2 s2=0.755
Ca 12.064 -17.835 -6.602
Ca 14.456 -19.858 -3.615
O 12.908 -15.404 -7.258
C 14.248 -13.982 -8.488
C 12.771 -14.205 -6.494
C 13.552 -13.232 -7.422
C 13.407 -15.174 -8.565
B 16.675 -20.550 -4.360
B 12.727 -19.161 -8.655
B 14.187 -18.236 -5.309
B 10.648 -19.829 -6.435
B 13.309 -21.981 -4.385
B 12.695 -18.981 -2.233
B 11.068 -16.830 -4.709
H 13.088 -19.929 -1.901
H 10.379 -18.880 -6.872
H 10.904 -17.892 -4.615
H 13.630 -21.161 -5.008
H 10.630 -16.335 -3.856
H 14.179 -12.604 -6.788
H 17.360 -20.434 -5.185
H 12.100 -19.166 -3.114
H 12.830 -12.574 -7.905
H 13.537 -18.379 -2.538
H 13.097 -18.162 -8.487
H 15.759 -20.910 -4.803
H 12.140 -16.711 -4.692
H 9.824 -20.065 -5.781
H 13.855 -22.053 -3.457
H 10.620 -20.554 -7.235
H 14.770 -19.108 -5.559
H 11.758 -13.824 -6.367
H 13.416 -22.869 -4.988
H 12.641 -15.158 -9.339
H 13.209 -18.562 -4.991
H 14.238 -13.419 -9.422
H 14.083 -16.017 -8.708
H 12.104 -18.565 -1.432
H 14.643 -17.763 -4.453
H 13.026 -19.606 -9.591
H 13.206 -14.208 -5.494
H 11.587 -19.877 -5.905
H 17.110 -21.255 -3.668
H 12.304 -21.719 -4.093
H 10.705 -16.484 -5.665
H 14.127 -17.565 -6.153
H 13.024 -19.756 -7.805
H 15.310 -14.077 -8.265
H 11.650 -19.119 -8.715
H 16.589 -19.611 -3.837